Entry 1:
Molecular formula: C41H41CrN5O7PSSi
Method: DFT, ωB97M-V/def2-TZVPD

calculated total energy: -121394.7183 eV
Kohn-Sham gap (alpha / beta): 7.100 / 7.101 eV

```
! wB97M-V def2-TZVPD RIJCOSX def2/J DEFGRID3
* xyz -2 2
Cr 0.180 -0.027 0.231
C -0.740 1.453 -4.296
C -1.273 0.188 -3.678
C -2.157 -0.587 -4.418
C -2.612 -1.772 -3.856
C -2.173 -2.148 -2.612
C -1.241 -1.334 -1.913
N -0.833 -0.163 -2.464
N -0.772 -1.620 -0.673
Si -0.774 -3.273 -0.106
C -0.224 -4.451 -1.471
C 0.375 -3.661 1.321
C -2.489 -3.814 0.486
H -0.158 1.224 -5.191
H -0.098 1.990 -3.609
H -1.562 2.106 -4.598
H -2.462 -0.266 -5.405
H -3.322 -2.395 -4.389
H -2.562 -3.037 -2.144
H 0.785 -4.181 -1.793
H -0.864 -4.458 -2.353
H -0.185 -5.468 -1.069
H 1.278 -3.053 1.282
H 0.664 -4.713 1.240
H -0.098 -3.521 2.294
H -3.228 -3.900 -0.313
H -2.881 -3.107 1.223
H -2.410 -4.792 0.972
C -3.975 0.067 -0.576
C -4.163 1.556 -0.655
C -5.371 2.073 -1.117
C -5.596 3.439 -1.187
C -4.602 4.312 -0.773
C -3.394 3.809 -0.311
C -3.150 2.437 -0.261
P -1.591 1.753 0.484
C -0.639 3.309 0.730
C -0.289 3.740 2.006
C 0.440 4.903 2.188
C 0.820 5.656 1.085
C 0.480 5.228 -0.187
C -0.238 4.051 -0.386
C -0.551 3.600 -1.785
C -2.234 1.377 2.149
C -3.197 2.137 2.817
C -3.614 1.784 4.086
C -3.069 0.655 4.695
C -2.126 -0.102 4.028
C -1.690 0.237 2.739
C -0.696 -0.630 2.020
H -4.926 -0.453 -0.690
H -3.528 -0.236 0.374
H -3.309 -0.276 -1.369
H -6.146 1.381 -1.425
H -6.541 3.817 -1.556
H -4.760 5.383 -0.803
H -2.633 4.504 0.017
H -0.561 3.140 2.865
H 0.733 5.204 3.186
H 1.394 6.566 1.216
H 0.797 5.797 -1.055
H 0.244 3.905 -2.468
H -1.492 4.023 -2.145
H -0.634 2.513 -1.836
H -3.624 3.014 2.343
H -4.359 2.381 4.598
H -3.387 0.369 5.691
H -1.704 -0.983 4.500
H -1.170 -1.603 1.884
H 0.155 -0.807 2.684
O 3.756 -1.301 1.456
C 2.713 -0.729 1.214
O 1.775 -1.138 0.427
C 2.355 0.645 1.863
O 3.085 1.223 2.637
O 1.202 1.104 1.449
O 4.035 2.296 -7.930
S 5.061 3.312 -7.817
O 6.427 2.812 -7.836
O 4.834 4.494 -8.628
C 4.923 3.923 -6.102
N 5.499 5.099 -5.841
C 5.411 5.523 -4.590
C 4.761 4.816 -3.593
C 4.197 3.604 -3.964
N 4.285 3.164 -5.217
C 3.441 2.745 -3.004
C 2.881 1.546 -3.430
C 2.129 0.801 -2.538
N 1.888 1.174 -1.278
C 2.464 2.301 -0.859
C 3.241 3.105 -1.677
H 5.879 6.479 -4.370
H 4.705 5.204 -2.587
H 3.026 1.221 -4.451
H 1.671 -0.131 -2.843
H 2.284 2.580 0.170
H 3.660 4.009 -1.258
*
```


Entry 2:
Molecular formula: C5H13N2O
Method: DFT, ωB97M-V/def2-TZVPD

calculated total energy: -10414.9995 eV
Kohn-Sham gap: 10.835 eV

```
! wB97M-V def2-TZVPD RIJCOSX def2/J DEFGRID3
* xyz 1 1
C -0.935 -1.002 -2.588
C 0.839 -1.064 1.049
C 0.911 1.161 -0.087
C 0.048 1.111 2.290
C 0.106 0.364 0.931
N -0.242 -1.845 -2.995
N -1.377 0.022 -2.110
O -1.155 0.154 0.320
H 1.396 -1.259 1.948
H 0.045 -1.828 1.019
H 1.514 -1.303 0.171
H 1.818 1.579 0.403
H 0.510 1.941 -0.749
H 1.315 0.478 -0.950
H -0.276 2.140 2.065
H -0.588 0.599 3.060
H 1.002 1.027 2.694
H -1.728 -0.330 0.880
H 0.026 -2.673 -3.505
H -2.021 0.610 -2.722
H -1.208 0.119 -1.125
*
```


Entry 3:
Molecular formula: C30H82N4O13
Method: DFT, ωB97M-V/def2-TZVPD

SMILES string: COCCNCCOC.COCCNCCOC.COCCNCCOC.COCCNCCOC.CC(C)O.CC(C)O.O.O.O
calculated total energy: -65011.8592 eV
Kohn-Sham gap: 8.678 eV

```
! wB97M-V def2-TZVPD RIJCOSX def2/J DEFGRID3
* xyz 0 1
C 3.290 -3.446 1.310
O 3.311 -2.119 1.801
C 2.890 -1.141 0.922
C 3.861 -0.810 -0.162
N 5.097 -0.282 0.370
C 5.071 1.124 0.811
C 6.373 1.418 1.532
O 6.402 0.666 2.707
C 7.583 0.704 3.488
H 4.183 -3.675 0.735
H 2.354 -3.566 0.742
H 3.323 -4.082 2.210
H 2.760 -0.232 1.490
H 2.005 -1.427 0.345
H 3.393 -0.027 -0.741
H 4.120 -1.702 -0.742
H 5.418 -0.910 1.087
H 4.282 1.279 1.578
H 4.892 1.744 -0.056
H 6.326 2.468 1.822
H 7.195 1.234 0.844
H 8.400 0.381 2.862
H 7.420 -0.057 4.253
H 7.681 1.738 3.809
C -9.747 -5.959 2.301
O -8.436 -5.543 2.152
C -8.109 -4.524 3.025
C -6.621 -4.227 3.020
N -6.256 -3.531 1.769
C -4.841 -3.227 1.638
C -4.480 -2.599 0.260
O -3.166 -2.036 0.226
C -2.807 -1.521 -1.071
H -10.405 -5.276 1.756
H -9.978 -5.939 3.370
H -9.687 -6.948 1.890
H -8.391 -4.813 4.055
H -8.811 -3.707 2.874
H -6.095 -5.190 3.063
H -6.332 -3.658 3.912
H -6.765 -2.673 1.821
H -4.256 -4.152 1.706
H -4.478 -2.608 2.441
H -5.134 -1.846 -0.132
H -4.485 -3.444 -0.444
H -1.882 -1.016 -0.866
H -3.535 -0.806 -1.467
H -2.675 -2.366 -1.761
C -4.104 4.466 -3.763
O -3.019 3.752 -3.176
C -3.422 2.618 -2.388
C -2.420 2.319 -1.329
N -2.536 3.245 -0.242
C -1.433 3.256 0.669
C -1.647 4.375 1.664
O -1.574 5.571 0.929
C -1.555 6.736 1.771
H -3.657 5.286 -4.344
H -4.748 4.899 -2.951
H -4.740 3.810 -4.358
H -3.420 1.856 -3.153
H -4.408 2.803 -1.968
H -1.433 2.533 -1.810
H -2.443 1.296 -0.968
H -2.619 4.138 -0.716
H -0.472 3.379 0.195
H -1.407 2.286 1.211
H -0.778 4.382 2.333
H -2.625 4.150 2.108
H -2.594 6.994 1.930
H -0.924 7.407 1.236
H -1.206 6.571 2.781
C 5.294 -2.106 -7.316
O 4.598 -1.681 -6.121
C 4.886 -0.348 -5.782
C 4.082 0.003 -4.555
N 2.659 0.084 -4.826
C 1.813 0.241 -3.659
C 0.426 0.594 -3.955
O -0.215 -0.612 -4.211
C -1.442 -0.500 -4.935
H 6.371 -1.857 -7.297
H 4.791 -1.612 -8.170
H 5.160 -3.200 -7.381
H 4.651 0.387 -6.569
H 5.950 -0.186 -5.515
H 4.430 0.947 -4.075
H 4.178 -0.864 -3.862
H 2.363 -0.725 -5.378
H 2.280 1.066 -3.117
H 1.836 -0.606 -2.939
H 0.452 1.225 -4.813
H -0.020 1.003 -3.079
H -1.324 0.136 -5.814
H -2.157 -0.106 -4.243
H -1.577 -1.488 -5.332
C 2.676 1.977 4.234
C 1.729 2.784 3.337
C 2.458 3.895 2.604
O 1.050 1.952 2.384
H 2.155 1.198 4.800
H 3.152 2.706 4.924
H 3.449 1.447 3.659
H 1.019 3.248 3.989
H 1.773 4.579 2.146
H 3.156 3.502 1.870
H 2.980 4.493 3.354
H 0.636 1.178 2.826
C -0.320 -1.729 4.293
C 0.122 -1.696 2.837
C -0.128 -2.945 1.988
O -0.511 -0.546 2.211
H -1.413 -1.971 4.416
H -0.157 -0.782 4.788
H 0.264 -2.505 4.819
H 1.191 -1.475 2.781
H -1.170 -3.224 1.811
H 0.380 -3.825 2.356
H 0.353 -2.806 1.016
H -1.453 -0.762 2.040
O -0.079 0.164 -0.520
H -0.017 -0.194 0.413
H 0.664 0.773 -0.541
O 0.351 -2.319 -1.625
H 0.587 -2.146 -2.548
H 0.186 -1.434 -1.265
O 1.762 2.154 -0.431
H 1.604 2.064 0.521
H 0.992 2.648 -0.756
*
```


Entry 4:
Molecular formula: C8H9N3O
Method: DFT, ωB97M-V/def2-TZVPD

calculated total energy: -14948.6141 eV
Kohn-Sham gap: 7.776 eV

```
! wB97M-V def2-TZVPD RIJCOSX def2/J DEFGRID3
* xyz 0 1
C 0.712 -1.939 0.420
C -0.629 0.118 0.734
C -1.098 -0.124 2.115
C -1.685 1.177 2.368
C -0.909 1.985 -0.801
C 0.070 1.221 -1.484
C 0.531 -0.045 -1.215
C 1.479 -0.882 -1.933
H 0.236 -2.297 1.478
H 1.907 -2.239 0.458
H 0.452 -2.519 -0.502
H -0.597 -0.658 3.172
H -1.989 1.576 3.539
H 0.446 1.747 -2.343
H 2.645 0.229 -2.342
H 0.615 -1.191 -3.185
H 2.114 -2.116 -1.183
N 0.247 -0.592 0.045
N -1.712 2.119 1.385
N -1.050 1.508 0.419
O -1.786 2.922 -1.147
*
```


Entry 5:
Molecular formula: C18H21BrF24O3SSi
Method: DFT, ωB97M-V/def2-TZVPD

SMILES string: FC(F)C(F)(F)COC(F)(F)C(F)F.FC(F)C(F)(F)COC(F)(F)C(F)F.FC(F)C(F)(F)COC(F)(F)C(F)F.CCSC[SiH2]Br
calculated total energy: -179123.0911 eV
Kohn-Sham gap: 9.038 eV

```
! wB97M-V def2-TZVPD RIJCOSX def2/J DEFGRID3
* xyz 0 1
F 0.080 0.834 0.899
C -1.126 1.252 1.346
F -2.048 0.427 0.781
C -1.410 2.705 0.978
F -1.478 2.871 -0.370
F -2.654 3.029 1.454
C -0.421 3.725 1.562
O 0.626 4.156 0.689
C 1.772 3.308 0.642
F 1.686 2.387 1.631
F 2.831 4.100 0.962
C 1.992 2.682 -0.741
F 0.927 1.935 -1.129
F 3.068 1.849 -0.736
H -1.168 1.102 2.428
H -0.998 4.637 1.761
H -0.039 3.425 2.545
H 2.157 3.453 -1.498
F 3.043 -2.309 0.654
C 3.447 -1.790 -0.527
F 2.735 -2.435 -1.490
C 4.945 -1.966 -0.758
F 5.282 -3.282 -0.840
F 5.253 -1.430 -1.980
C 5.844 -1.279 0.280
O 6.342 -2.112 1.330
C 5.463 -2.288 2.440
F 4.429 -1.421 2.332
F 6.167 -1.892 3.535
C 5.008 -3.742 2.614
F 4.358 -4.200 1.514
F 4.141 -3.863 3.655
H 3.163 -0.734 -0.559
H 6.745 -0.955 -0.257
H 5.409 -0.349 0.664
H 5.861 -4.400 2.799
F -1.657 -0.374 -3.481
C -0.416 0.155 -3.574
F -0.579 1.434 -4.007
C 0.478 -0.626 -4.531
F 0.001 -0.581 -5.804
F 1.700 -0.008 -4.572
C 0.723 -2.091 -4.137
O -0.097 -3.063 -4.789
C -1.376 -3.282 -4.195
F -1.421 -2.661 -2.992
F -1.436 -4.614 -3.927
C -2.536 -2.886 -5.117
F -2.476 -1.575 -5.463
F -3.735 -3.070 -4.502
H 0.019 0.199 -2.571
H 1.742 -2.333 -4.466
H 0.748 -2.235 -3.050
H -2.525 -3.478 -6.035
C -6.573 1.352 1.637
C -5.116 0.611 1.745
S -4.676 -0.044 3.443
C -5.136 1.155 4.809
Si -4.023 2.735 4.898
Br -4.670 4.304 3.329
H -6.601 2.377 2.227
H -7.493 0.695 1.941
H -6.719 1.636 0.487
H -5.128 -0.315 1.008
H -4.297 1.346 1.330
H -6.293 1.412 4.802
H -4.957 0.574 5.835
H -4.320 3.361 6.212
H -2.586 2.462 4.900
*
```


Entry 6:
Molecular formula: C11H14BN7SSn
Method: DFT, ωB97M-V/def2-TZVPD

calculated total energy: -39386.7245 eV
Kohn-Sham gap (alpha / beta): 4.718 / 5.308 eV

```
! wB97M-V def2-TZVPD RIJCOSX def2/J DEFGRID3
* xyz 2 1
C -1.913 -2.350 0.921
N -1.505 -1.228 0.292
N -1.824 -1.403 -1.047
C -2.570 -2.528 -1.183
C -2.633 -3.179 0.047
B -1.522 -0.296 -2.096
N -1.682 1.066 -1.347
N -1.118 1.481 -0.142
C -1.472 2.780 0.020
C -2.329 3.165 -1.010
C -2.469 2.053 -1.833
Sn -0.566 0.784 2.247
N -0.185 -0.420 -2.948
N 0.992 0.060 -2.452
C 1.984 -0.319 -3.254
C 1.439 -0.918 -4.414
C 0.053 -0.939 -4.189
H 3.030 -0.175 -2.972
H -0.736 -1.308 -4.823
H 2.003 -1.298 -5.239
H -2.382 -0.409 -2.925
H -3.072 1.912 -2.711
H -3.010 -2.773 -2.135
H -2.761 4.140 -1.100
H -3.120 -4.116 0.287
H -1.086 3.355 0.843
H -1.671 -2.507 1.958
H 0.986 1.745 0.879
C 1.155 2.278 1.833
H 0.975 3.331 1.580
H 0.519 2.095 2.814
H 2.189 2.089 2.140
S 1.060 -0.757 1.145
C 1.998 -1.013 2.488
N 2.743 -1.358 3.330
*
```